{
  "formula": "C5H8O",
  "method": "the ωB97M-V functional and the def2-TZVPD basis",
  "e_homo_ev": -9.34,
  "de_lowest_ev": 2.900,
  "orbital_gap_ev": 10.46,
  "multiplicity": 1,
  "elements": ["O", "C", "C", "C", "C", "C", "H", "H", "H", "H", "H", "H", "H", "H"],
  "xyz": [[0.518, 0.479, 1.230], [0.381, 0.099, -0.138], [-0.085, -1.281, -0.175], [-1.109, -0.144, 0.042], [1.273, 0.746, -1.132], [-0.914, 0.432, 1.438], [0.920, 0.504, -2.138], [-1.247, -0.216, 2.256], [-1.232, 1.466, 1.656], [-1.937, -0.574, -0.469], [1.296, 1.829, -0.995], [0.087, -1.997, 0.612], [-0.228, -1.670, -1.188], [2.277, 0.330, -0.998]]
}

***

{
  "formula": "C20H49N3O8",
  "method": "the ωB97M-V functional and the def2-TZVPD basis",
  "e_homo_ev": -8.67,
  "orbital_gap_ev": 9.25,
  "multiplicity": 1,
  "elements": ["O", "O", "O", "O", "O", "O", "O", "O", "N", "N", "N", "C", "C", "C", "C", "C", "C", "C", "C", "C", "C", "C", "C", "C", "C", "C", "C", "C", "C", "C", "C", "H", "H", "H", "H", "H", "H", "H", "H", "H", "H", "H", "H", "H", "H", "H", "H", "H", "H", "H", "H", "H", "H", "H", "H", "H", "H", "H", "H", "H", "H", "H", "H", "H", "H", "H", "H", "H", "H", "H", "H", "H", "H", "H", "H", "H", "H", "H", "H", "H"],
  "xyz": [[4.995, -6.260, -1.908], [-0.249, -1.018, -2.734], [-1.343, 5.420, 5.917], [-0.600, 3.825, -3.022], [-2.766, 2.286, -5.217], [-2.342, 0.929, -4.989], [0.453, -5.366, -1.795], [-1.594, 2.117, 2.695], [-0.647, 2.554, 5.646], [2.237, -7.739, -1.809], [-1.802, 1.373, -2.402], [-2.541, 5.263, 6.649], [-0.601, 1.353, -3.217], [0.208, -6.572, -1.081], [1.502, -7.230, -0.660], [-1.985, 3.473, 2.796], [0.201, 2.675, -3.173], [-0.320, 1.804, 3.225], [4.189, -5.099, -1.946], [0.105, -5.424, -3.166], [-0.327, 1.480, 4.713], [-2.210, 5.893, -0.446], [-0.834, -1.517, -1.553], [-0.205, 4.804, 6.505], [-0.966, 0.986, -4.687], [0.296, 3.663, 5.651], [-1.337, 5.695, -1.695], [4.604, -7.248, -0.975], [0.322, 0.261, -2.670], [3.575, -8.236, -1.509], [-0.678, 4.318, -1.699], [-0.468, -1.008, -0.658], [-1.871, 5.251, 0.364], [1.271, -8.067, 0.007], [-1.572, 2.908, 5.438], [-0.580, 6.474, -1.742], [-0.438, 4.455, 7.515], [3.481, -9.055, -0.788], [0.954, 2.642, -2.377], [-3.582, 2.310, -4.706], [-0.923, -5.773, -3.297], [-1.572, 1.358, -1.417], [3.366, -5.190, -2.661], [0.741, 2.790, -4.114], [3.978, -8.668, -2.428], [-3.244, 5.624, -0.661], [0.778, -6.082, -3.727], [0.012, 0.907, 2.696], [4.275, -6.773, -0.042], [-1.919, -1.397, -1.585], [-0.615, -2.580, -1.468], [-0.515, 1.702, -5.373], [1.240, 0.232, -3.264], [0.328, 4.384, -1.273], [4.821, -4.271, -2.266], [-1.125, 4.146, 2.727], [0.604, 0.527, -1.646], [-2.887, 4.223, 6.662], [0.393, 2.602, 2.979], [0.185, -4.416, -3.568], [-1.051, 0.678, 4.873], [-1.951, 5.765, -2.591], [0.491, 4.064, 4.646], [3.776, -4.863, -0.961], [2.073, -6.492, -0.079], [-2.424, 5.604, 7.682], [5.510, -7.814, -0.741], [-2.358, 2.191, -2.602], [0.656, 1.077, 4.979], [-1.270, 3.641, -1.077], [1.250, 3.311, 6.057], [-2.528, 3.679, 3.722], [-0.364, -6.316, -0.184], [-3.299, 5.875, 6.163], [2.306, -7.009, -2.506], [-0.395, -7.258, -1.684], [-2.658, 3.679, 1.963], [-2.207, 6.923, -0.097], [-0.593, -0.010, -4.918], [0.581, 5.561, 6.580]]
}

***

{
  "formula": "C27H81Cl2N15O12V",
  "method": "the ωB97M-V functional and the def2-TZVPD basis",
  "s2": 0.794,
  "e_homo_ev": [-7.75, -7.77],
  "orbital_gap_ev": [7.71, 7.73],
  "multiplicity": 2,
  "elements": ["V", "Cl", "Cl", "O", "O", "O", "O", "O", "O", "O", "O", "O", "O", "O", "O", "N", "N", "N", "N", "N", "N", "N", "N", "N", "N", "N", "N", "N", "N", "N", "C", "C", "C", "C", "C", "C", "C", "C", "C", "C", "C", "C", "C", "C", "C", "C", "C", "C", "C", "C", "C", "C", "C", "C", "C", "C", "C", "H", "H", "H", "H", "H", "H", "H", "H", "H", "H", "H", "H", "H", "H", "H", "H", "H", "H", "H", "H", "H", "H", "H", "H", "H", "H", "H", "H", "H", "H", "H", "H", "H", "H", "H", "H", "H", "H", "H", "H", "H", "H", "H", "H", "H", "H", "H", "H", "H", "H", "H", "H", "H", "H", "H", "H", "H", "H", "H", "H", "H", "H", "H", "H", "H", "H", "H", "H", "H", "H", "H", "H", "H", "H", "H", "H", "H", "H", "H", "H", "H"],
  "xyz": [[-2.035, 1.736, -1.010], [-2.187, 1.109, -3.544], [0.472, 0.772, -0.653], [5.693, 0.561, -1.310], [-0.385, -1.235, 3.923], [-3.897, 2.808, -1.286], [-2.103, 2.149, 0.535], [0.621, 2.297, -5.351], [-3.478, -0.006, -0.601], [0.257, -0.358, -4.966], [-1.356, 3.722, -1.527], [-2.294, -3.209, -2.029], [3.019, -4.098, -0.577], [2.536, 1.656, 2.763], [-2.642, 0.305, 3.521], [1.278, 4.138, -4.235], [-5.158, 4.261, -0.137], [1.860, -1.653, -5.587], [-4.426, 4.821, -2.022], [1.224, 3.533, 1.087], [2.791, 2.766, -4.777], [-0.073, 5.449, -1.166], [-2.787, -4.404, -5.452], [-1.175, 5.409, -2.985], [4.206, 3.445, 0.809], [3.635, -5.803, 2.595], [-1.925, -0.108, 6.240], [-4.367, -1.928, -1.120], [-5.653, -0.511, -0.367], [2.051, -0.616, -3.747], [1.301, -0.918, -4.747], [-0.052, -1.402, 5.329], [-0.919, 4.779, -1.896], [-2.476, -4.175, -3.049], [-0.443, -0.178, 6.199], [5.601, 1.590, -0.304], [-4.446, 3.889, -1.134], [2.587, 0.239, 3.081], [-4.424, -0.712, -0.705], [3.241, -5.691, 1.222], [1.348, 2.290, 3.166], [1.202, 3.663, 2.514], [-1.128, -2.355, -2.159], [-3.514, -0.513, 2.723], [-0.292, -2.392, 3.135], [1.518, 3.016, -4.866], [-0.184, 4.285, 2.941], [4.179, 2.326, -0.144], [1.812, -6.178, 1.141], [4.856, -0.531, -1.200], [-0.030, -0.248, 7.689], [-3.986, -2.662, -4.567], [-4.420, -1.400, 3.540], [-2.713, -3.430, -4.407], [3.441, -4.285, 0.771], [1.857, -3.366, -0.689], [3.684, 2.910, -1.472], [1.308, -2.052, -6.332], [0.440, 1.698, 3.050], [-0.915, 3.605, 2.503], [1.463, -6.528, 0.169], [-0.169, 0.768, 8.058], [3.292, 3.496, -4.290], [-2.321, 0.180, 5.356], [-3.974, 4.697, -2.917], [4.862, -0.848, -0.158], [-1.912, -2.719, -4.612], [-5.262, 3.536, 0.559], [0.945, 2.598, 0.825], [-0.301, -2.687, -2.786], [-5.780, 5.046, -0.267], [4.750, 4.264, 0.576], [3.321, 2.150, -2.164], [3.581, -0.194, 2.975], [-1.858, 5.033, -3.626], [-4.794, 5.697, -1.679], [-6.275, -1.304, -0.429], [0.563, -3.041, 3.324], [-1.288, -1.416, -2.688], [-1.998, -0.366, 3.757], [-5.030, -1.974, 2.842], [-1.832, -4.386, -5.777], [-0.216, 5.257, 2.449], [0.430, 4.939, -0.455], [-3.483, -2.380, -1.305], [-1.567, -4.776, -3.098], [-3.813, -2.099, 4.115], [-0.579, -0.975, 8.288], [4.486, 3.463, -1.961], [-3.250, -4.907, -2.819], [3.194, 1.876, -5.036], [-0.638, -2.250, 5.684], [-4.974, -0.832, 4.287], [2.908, -3.632, 1.462], [-2.306, -1.041, 6.304], [2.922, -1.104, -3.591], [1.005, -1.579, 5.529], [-4.954, -3.127, -4.375], [3.460, 1.653, 0.321], [-0.249, -2.095, 2.087], [1.643, -7.066, 1.750], [0.081, 6.429, -1.358], [-4.032, -2.173, -5.539], [4.549, 3.204, 1.728], [-0.612, 6.220, -3.198], [2.171, 3.613, 0.747], [0.318, 4.451, -4.275], [2.847, 3.603, -1.384], [-0.282, 4.389, 4.021], [0.935, -3.918, -0.506], [-5.237, -2.401, -1.319], [-1.208, -2.951, 3.323], [6.394, 2.312, -0.500], [1.441, 2.404, 4.246], [2.232, 0.050, 4.095], [4.515, -4.102, 0.779], [-0.080, 0.765, 5.791], [1.560, -0.280, -2.932], [-4.142, 0.055, 2.037], [1.946, 4.294, 3.002], [5.273, -1.326, -1.818], [1.739, -2.415, -0.170], [3.869, -6.408, 0.693], [5.855, 1.213, 0.686], [2.479, -2.271, -5.082], [1.122, -5.444, 1.557], [3.836, -0.294, -1.502], [-5.843, 0.324, 0.169], [-3.851, -1.802, -3.911], [1.036, -0.396, 7.861], [2.875, -6.380, 2.927], [2.059, 4.641, -3.838], [-2.979, -1.168, 2.036], [-3.321, -3.875, -6.127], [-0.636, -2.069, -1.230], [1.847, -0.324, 2.512], [3.425, -5.004, 3.176], [1.685, -3.101, -1.733]]
}